Record 1
Entry from OMol25: C32H35BCoN4O10P3 as an isolated structure (wB97M-V/def2-TZVPD).

Geometry as ORCA input:
```
! wB97M-V def2-TZVPD RIJCOSX def2/J DEFGRID3
* xyz -1 4
Co -0.331 0.428 -0.009
C -4.396 -1.904 -2.422
C -3.352 -1.321 -1.486
O -3.628 -1.742 -0.153
P -3.350 0.514 -1.490
O -4.848 1.000 -1.215
O -3.143 0.954 -2.984
O -2.409 1.044 -0.474
P -1.613 -1.723 -1.948
O -1.703 -3.214 -2.550
O -1.200 -0.740 -3.003
O -0.871 -1.760 -0.630
H -5.389 -1.556 -2.133
H -4.363 -2.990 -2.356
H -4.201 -1.606 -3.452
H -2.772 -1.736 0.307
H -4.945 1.200 -0.275
H -2.332 0.428 -3.275
H -0.801 -3.566 -2.614
O 1.838 -1.303 -1.091
C 1.484 -0.076 -0.432
C 2.606 0.787 -0.330
C 3.951 0.444 -0.650
C 4.975 1.349 -0.483
C 4.736 2.645 -0.008
C 3.426 3.013 0.287
C 2.382 2.117 0.143
P 0.629 2.528 0.401
C 0.343 3.833 -0.853
C -0.203 3.420 -2.066
C -0.407 4.329 -3.095
C -0.077 5.664 -2.917
C 0.462 6.088 -1.709
C 0.672 5.177 -0.685
C 0.615 3.456 1.974
C 1.565 3.225 2.968
C 1.434 3.804 4.224
C 0.353 4.625 4.506
C -0.604 4.856 3.525
C -0.480 4.270 2.278
H 4.154 -0.549 -1.028
H 5.989 1.053 -0.733
H 5.547 3.351 0.111
H 3.220 4.021 0.633
H -0.468 2.378 -2.202
H -0.836 3.992 -4.031
H -0.243 6.377 -3.717
H 0.721 7.130 -1.565
H 1.090 5.513 0.257
H 2.415 2.588 2.749
H 2.183 3.612 4.984
H 0.251 5.077 5.485
H -1.458 5.487 3.741
H -1.244 4.432 1.526
C 2.853 -0.965 4.010
C 1.931 -0.766 5.212
C 1.793 0.714 5.557
C 0.560 -1.420 5.009
N -0.200 -0.801 3.941
C -0.049 -0.927 2.622
N -0.797 -0.021 2.042
N -1.428 0.649 3.030
N -1.084 0.187 4.172
H 3.848 -0.578 4.234
H 2.495 -0.426 3.131
H 2.951 -2.019 3.741
H 2.367 -1.291 6.070
H 1.391 1.277 4.712
H 2.768 1.137 5.804
H 1.124 0.869 6.405
H -0.046 -1.332 5.910
H 0.674 -2.477 4.766
H 0.596 -1.624 2.110
O 1.048 -3.556 -1.537
B 1.303 -2.445 -0.673
O 1.291 -2.909 0.677
C 0.894 -4.207 0.619
C 0.667 -5.078 1.658
C 0.283 -6.381 1.327
C 0.146 -6.773 0.004
C 0.390 -5.881 -1.045
C 0.761 -4.602 -0.709
H 0.784 -4.763 2.687
H 0.090 -7.095 2.117
H -0.155 -7.787 -0.224
H 0.285 -6.181 -2.080
*
```

E: -4643.93886 a.u.
Energy relative to the best compared isomer or geometry (same formula, charge and spin): 90.5 kJ/mol
HOMO level (spin up / spin down): -2.56 / -3.34 eV
Expectation value of S²: 3.811
Orbital gap (spin up / spin down): 4.969 / 5.749 eV

Here are the Mulliken charges for atoms 1 to 8, given in e: Co 1.300; C -1.926; C 1.122; O -0.703; P 0.577; O -0.636; O -0.648; O -0.552

---

Record 2
Entry from OMol25: C32H35BIIrN2O4Si as an isolated structure (wB97M-V/def2-TZVPD).

Geometry as ORCA input:
```
! wB97M-V def2-TZVPD RIJCOSX def2/J DEFGRID3
* xyz 0 1
Ir -0.163 0.525 1.039
C -2.745 -2.615 -1.268
C -3.474 -1.841 -0.215
N -4.748 -2.042 -0.038
C -5.405 -1.331 0.914
C -4.807 -0.416 1.724
C -5.633 0.278 2.774
O -5.227 -0.039 4.108
C -3.401 -0.179 1.578
C -2.781 0.705 2.512
N -1.516 0.936 2.675
C -1.125 1.718 3.802
C -1.924 1.816 4.948
C -1.544 2.600 6.022
C -0.342 3.292 5.997
C 0.492 3.163 4.900
C 0.105 2.373 3.829
I 1.460 2.059 2.262
C -2.718 -0.878 0.563
O -1.488 -0.732 0.210
H -3.414 -3.359 -1.693
H -1.856 -3.093 -0.855
H -2.394 -1.944 -2.054
H -6.466 -1.535 1.008
H -6.684 0.023 2.621
H -5.551 1.364 2.698
H -5.245 -0.998 4.199
H -3.465 1.210 3.185
H -2.843 1.247 5.008
H -2.185 2.656 6.891
H -0.039 3.906 6.835
H 1.450 3.666 4.881
C -1.024 0.845 -2.346
Si -0.127 1.719 -0.956
C 1.503 2.360 -1.629
C -1.177 3.193 -0.411
C -2.511 2.987 -0.043
C -3.295 4.020 0.444
C -2.757 5.294 0.580
C -1.439 5.524 0.217
C -0.660 4.481 -0.273
H -1.009 1.479 -3.237
H -2.064 0.646 -2.084
H -0.546 -0.108 -2.580
H 1.319 3.089 -2.422
H 2.087 1.542 -2.058
H 2.122 2.833 -0.864
H -2.946 1.995 -0.138
H -4.328 3.835 0.716
H -3.365 6.105 0.962
H -1.015 6.516 0.316
H 0.371 4.679 -0.547
C 5.555 -3.251 -4.551
C 4.767 -3.937 -3.426
C 5.695 -4.897 -2.669
C 3.647 -4.760 -4.064
C 4.230 -2.878 -2.460
C 5.130 -2.038 -1.798
C 4.723 -1.055 -0.900
C 3.370 -0.931 -0.686
O 2.692 -0.061 0.131
B 1.314 -0.357 -0.037
O 1.190 -1.412 -0.958
C 2.464 -1.747 -1.336
C 2.860 -2.726 -2.220
H 5.944 -3.998 -5.247
H 6.401 -2.684 -4.161
H 4.916 -2.563 -5.106
H 6.085 -5.659 -3.348
H 5.156 -5.399 -1.863
H 6.543 -4.372 -2.230
H 4.080 -5.497 -4.742
H 2.966 -4.134 -4.643
H 3.066 -5.299 -3.313
H 6.191 -2.151 -1.982
H 5.436 -0.417 -0.395
H 2.116 -3.342 -2.703
*
```

E: -2367.41291 a.u.
Energy relative to the best compared isomer or geometry (same formula, charge and spin): 49.8 kJ/mol
HOMO level (spin up / spin down): -7.89 / -7.89 eV
Orbital gap (spin up / spin down): 7.236 / 7.236 eV

Here are the Mulliken charges for atoms 1 to 8, given in e: Ir 1.054; C -1.022; C 0.957; N -0.689; C -0.942; C 0.596; C -1.000; O -0.506

---

Record 3
Entry from OMol25: C32H35BIIrN2O4Si as an isolated structure (wB97M-V/def2-TZVPD).

Geometry as ORCA input:
```
! wB97M-V def2-TZVPD RIJCOSX def2/J DEFGRID3
* xyz 0 1
Ir -0.114 -0.564 1.804
C -3.923 -1.751 -0.486
C -3.346 -2.820 0.387
N -3.816 -4.039 0.300
C -3.298 -5.001 1.096
C -2.308 -4.779 2.012
C -1.805 -5.930 2.843
O -0.411 -6.187 2.666
C -1.754 -3.472 2.111
C -0.662 -3.285 3.035
N 0.203 -2.325 3.032
C 1.382 -2.468 3.827
C 1.764 -3.694 4.389
C 2.922 -3.822 5.132
C 3.766 -2.736 5.321
C 3.445 -1.529 4.728
C 2.277 -1.412 3.990
I 1.933 0.396 2.987
C -2.279 -2.469 1.281
O -1.938 -1.213 1.313
H -4.800 -2.138 -0.997
H -3.184 -1.425 -1.221
H -4.183 -0.870 0.102
H -3.720 -5.993 0.978
H -2.395 -6.819 2.607
H -1.929 -5.737 3.910
H -0.254 -6.360 1.732
H -0.542 -4.079 3.762
H 1.177 -4.584 4.208
H 3.179 -4.788 5.545
H 4.678 -2.833 5.893
H 4.109 -0.680 4.822
C -0.175 -1.845 -1.400
Si 1.021 -1.262 -0.078
C 2.076 -2.753 0.399
C 2.212 -0.060 -0.931
C 2.415 1.281 -0.608
C 3.288 2.083 -1.332
C 3.991 1.554 -2.403
C 3.811 0.221 -2.745
C 2.933 -0.569 -2.018
H 0.376 -2.294 -2.231
H -0.759 -1.007 -1.780
H -0.857 -2.602 -1.009
H 2.532 -3.186 -0.495
H 1.468 -3.528 0.872
H 2.883 -2.484 1.086
H 1.880 1.732 0.219
H 3.411 3.124 -1.059
H 4.671 2.176 -2.970
H 4.353 -0.203 -3.581
H 2.805 -1.605 -2.313
C -2.539 6.398 -3.155
C -1.436 5.372 -3.449
C -0.183 6.102 -3.951
C -1.927 4.448 -4.564
C -1.099 4.603 -2.169
C -0.628 5.305 -1.056
C -0.289 4.680 0.142
C -0.436 3.313 0.193
O -0.161 2.443 1.217
B -0.453 1.141 0.723
O -0.948 1.271 -0.588
C -0.905 2.605 -0.896
C -1.243 3.215 -2.083
H -2.804 6.939 -4.066
H -2.220 7.128 -2.411
H -3.435 5.902 -2.777
H -0.403 6.636 -4.878
H 0.624 5.393 -4.145
H 0.177 6.830 -3.222
H -2.153 5.041 -5.452
H -2.837 3.919 -4.276
H -1.170 3.711 -4.838
H -0.516 6.380 -1.118
H 0.076 5.242 0.991
H -1.597 2.617 -2.909
*
```

E: -2367.40556 a.u.
Energy relative to the best compared isomer or geometry (same formula, charge and spin): 69.1 kJ/mol
HOMO level: -7.96 eV
Orbital gap: 7.244 eV

Here are the Mulliken charges for atoms 1 to 8, given in e: Ir 1.353; C -1.051; C 0.959; N -0.700; C -0.981; C 0.592; C -0.890; O -0.498

---

Record 4
Entry from OMol25: C32H35F3N2PdSSb as an isolated structure in a non-equilibrium geometry (wB97M-V/def2-TZVPD).

Geometry as ORCA input:
```
! wB97M-V def2-TZVPD RIJCOSX def2/J DEFGRID3
* xyz 1 1
Pd 1.446 0.402 0.419
C 1.629 1.686 2.551
C 1.624 2.444 1.283
C 2.814 2.143 0.547
C 3.436 1.073 1.219
C 2.714 0.856 2.516
C 3.102 -0.108 3.583
C 4.748 0.466 0.844
C 3.349 2.889 -0.637
C 0.680 3.555 0.959
C 0.614 1.745 3.648
H 3.146 0.408 4.544
H 4.078 -0.554 3.402
H 2.379 -0.922 3.679
H 5.574 1.103 1.177
H 4.838 0.357 -0.235
H 4.886 -0.515 1.296
H 4.205 3.507 -0.359
H 2.593 3.548 -1.064
H 3.673 2.215 -1.430
H 1.103 4.500 1.314
H -0.289 3.428 1.441
H 0.520 3.648 -0.114
H 1.063 2.104 4.577
H 0.193 0.759 3.861
H -0.208 2.419 3.411
F -6.021 -0.107 3.391
C -4.965 0.064 2.587
C -5.182 0.164 1.225
C -4.084 0.337 0.397
C -2.796 0.410 0.933
C -2.617 0.303 2.307
C -3.706 0.128 3.150
Sb -1.170 0.652 -0.358
C -1.637 2.303 -1.583
C -0.655 2.736 -2.475
C -0.850 3.858 -3.263
C -2.037 4.555 -3.126
F -2.231 5.646 -3.878
C -3.018 4.178 -2.231
C -2.804 3.048 -1.453
C -1.402 -0.958 -1.713
C -2.220 -2.057 -1.474
C -2.275 -3.114 -2.375
C -1.509 -3.043 -3.520
F -1.548 -4.064 -4.391
C -0.691 -1.963 -3.800
C -0.636 -0.930 -2.878
H -6.190 0.105 0.836
H -4.243 0.410 -0.673
H -1.627 0.346 2.739
H -3.594 0.041 4.221
H 0.295 2.213 -2.534
H -0.102 4.200 -3.965
H -3.924 4.763 -2.150
H -3.574 2.763 -0.746
H -2.830 -2.114 -0.581
H -2.910 -3.973 -2.205
H -0.122 -1.941 -4.720
H 0.005 -0.081 -3.083
C 0.365 -4.978 1.267
N 0.943 -4.281 0.140
C 1.492 -5.011 -1.003
C 2.022 -3.887 -1.912
N 1.950 -2.726 -1.027
C 1.250 -2.988 0.089
S 0.845 -1.821 1.255
H -0.376 -5.689 0.904
H -0.122 -4.262 1.923
H 1.133 -5.518 1.824
H 0.710 -5.603 -1.478
H 2.283 -5.686 -0.671
H 1.395 -3.746 -2.790
H 3.045 -4.071 -2.233
H 2.026 -1.766 -1.329
*
```

E: -2415.61531 a.u.
Energy relative to the best compared isomer or geometry (same formula, charge and spin): 83.8 kJ/mol
HOMO level (spin up / spin down): -9.98 / -9.98 eV
Orbital gap (spin up / spin down): 6.696 / 6.697 eV

Here are the Mulliken charges for atoms 1 to 8, given in e: Pd -0.321; C 1.380; C 0.386; C 0.581; C 0.258; C 0.917; C -1.350; C -1.975

---

Record 5
Entry from OMol25: C32H35FFeN6O5P as an isolated structure in a non-equilibrium geometry (wB97M-V/def2-TZVPD).

Geometry as ORCA input:
```
! wB97M-V def2-TZVPD RIJCOSX def2/J DEFGRID3
* xyz -1 5
Fe 0.283 0.443 -0.188
C 3.784 -1.544 1.546
C 2.298 -1.236 1.488
O 1.982 -0.194 0.821
C 1.435 -2.057 2.187
C 0.038 -1.773 2.350
C -0.698 -2.328 3.547
N -0.551 -0.983 1.522
N -1.837 -0.567 1.807
C -1.950 0.703 1.509
O -0.994 1.450 1.090
C -3.304 1.313 1.661
C -3.486 2.643 1.292
C -4.733 3.239 1.410
C -5.811 2.512 1.895
C -5.636 1.182 2.257
C -4.390 0.584 2.140
H 4.296 -0.722 2.052
H 3.983 -2.476 2.072
H 4.189 -1.609 0.534
H 1.862 -2.861 2.773
H -0.119 -3.117 4.027
H -0.873 -1.527 4.268
H -1.675 -2.705 3.246
H -2.632 3.180 0.902
H -4.868 4.273 1.115
H -6.786 2.976 1.987
H -6.476 0.607 2.631
H -4.231 -0.450 2.415
C 1.772 2.279 -7.435
C 3.009 2.293 -6.537
C 4.131 1.497 -7.189
C 5.342 1.420 -6.271
C 4.929 0.769 -4.980
C 5.809 -0.005 -4.251
C 5.397 -0.591 -3.062
F 6.294 -1.325 -2.369
C 4.125 -0.448 -2.584
C 3.216 0.323 -3.317
C 1.854 0.475 -2.822
O 1.426 -0.264 -1.921
C 1.076 1.494 -3.455
C 1.524 2.046 -4.608
N 2.707 1.733 -5.206
C 3.617 0.943 -4.514
C -0.243 2.005 -2.881
O -1.000 2.581 -3.665
O -0.409 1.830 -1.638
H 2.069 2.496 -8.461
H 1.031 3.019 -7.138
H 1.302 1.295 -7.405
H 3.347 3.328 -6.410
H 4.386 1.964 -8.141
H 3.770 0.485 -7.393
H 5.729 2.426 -6.084
H 6.145 0.844 -6.734
H 6.825 -0.152 -4.596
H 3.798 -0.894 -1.653
H 0.901 2.782 -5.096
C -3.338 -2.822 -3.251
N -3.247 -3.251 -1.858
C -2.286 -4.347 -1.777
N -0.969 -4.031 -2.322
C -1.138 -3.573 -3.697
N -2.059 -2.451 -3.847
C -1.516 -1.234 -3.232
P -1.187 -1.395 -1.400
C -2.851 -2.137 -0.988
C -0.284 -3.023 -1.507
H -4.017 -1.969 -3.314
H -3.756 -3.649 -3.834
H -2.690 -5.193 -2.342
H -2.174 -4.642 -0.732
H -1.525 -4.410 -4.287
H -0.161 -3.285 -4.095
H -2.210 -0.405 -3.393
H -0.581 -0.977 -3.737
H -3.605 -1.348 -1.052
H -2.828 -2.474 0.051
H -0.147 -3.407 -0.493
H 0.708 -2.832 -1.924
*
```

E: -3650.23374 a.u.
HOMO level (spin up / spin down): -3.78 / -3.88 eV
Expectation value of S²: 6.011
Orbital gap (spin up / spin down): 5.818 / 5.911 eV

Here are the Mulliken charges for atoms 1 to 8, given in e: Fe 1.001; C -1.182; C 1.279; O -0.908; C -1.728; C 0.806; C -1.422; N 0.672

---

Record 6
Entry from OMol25: C32H35GaN5O3P2S2Se2 as an isolated structure (wB97M-V/def2-TZVPD).

Geometry as ORCA input:
```
! wB97M-V def2-TZVPD RIJCOSX def2/J DEFGRID3
* xyz 1 1
Ga -0.569 2.424 -0.040
Se -0.113 -3.701 -2.196
P 1.648 -2.648 -1.748
C 2.901 -2.644 -3.048
C 2.498 -2.871 -4.361
C 3.431 -2.833 -5.385
C 4.764 -2.574 -5.100
C 5.168 -2.353 -3.791
C 4.239 -2.386 -2.763
C 2.443 -3.200 -0.208
C 2.235 -4.517 0.196
C 2.818 -4.985 1.364
C 3.603 -4.142 2.138
C 3.810 -2.828 1.740
C 3.235 -2.355 0.569
C 1.310 -0.896 -1.445
C 0.143 -0.198 -1.174
N 0.551 1.072 -0.919
N 1.868 1.155 -1.030
N 2.335 -0.011 -1.374
P -1.605 -0.553 -1.015
Se -2.613 1.394 -0.692
C -2.344 -1.194 -2.510
C -3.192 -2.296 -2.486
C -3.767 -2.731 -3.668
C -3.486 -2.077 -4.860
C -2.639 -0.977 -4.877
C -2.072 -0.524 -3.699
C -1.897 -1.574 0.429
C -3.209 -1.754 0.870
C -3.455 -2.517 1.999
C -2.395 -3.085 2.697
C -1.090 -2.887 2.271
C -0.837 -2.132 1.136
H 1.459 -3.091 -4.572
H 3.118 -3.013 -6.405
H 5.493 -2.550 -5.900
H 6.208 -2.157 -3.568
H 4.563 -2.215 -1.745
H 1.604 -5.164 -0.399
H 2.656 -6.011 1.671
H 4.055 -4.508 3.050
H 4.426 -2.170 2.339
H 3.406 -1.330 0.265
H -3.371 -2.833 -1.565
H -4.422 -3.592 -3.662
H -3.929 -2.428 -5.783
H -2.423 -0.470 -5.808
H -1.416 0.339 -3.708
H -4.036 -1.294 0.341
H -4.472 -2.669 2.335
H -2.591 -3.683 3.578
H -0.262 -3.327 2.812
H 0.183 -1.985 0.812
C -2.307 1.469 3.274
N -1.608 2.688 3.699
C -2.068 3.243 4.973
C -0.523 3.123 3.076
S 0.371 2.036 2.030
N -0.041 4.348 3.301
C 1.349 4.672 2.981
C -0.919 5.492 3.551
H -3.306 1.496 3.703
H -1.782 0.580 3.624
H -2.396 1.426 2.194
H -2.332 2.407 5.619
H -2.944 3.879 4.847
H -1.269 3.803 5.448
H 2.010 3.871 3.298
H 1.609 5.578 3.524
H 1.495 4.832 1.911
H -1.940 5.233 3.293
H -0.602 6.299 2.891
H -0.861 5.847 4.579
C -0.298 6.439 -0.177
S -1.200 4.977 -0.545
O -2.229 5.305 -1.473
O -1.629 4.322 0.713
O -0.159 3.997 -1.077
H -0.991 7.151 0.267
H 0.078 6.825 -1.122
H 0.527 6.207 0.493
*
```

E: -9946.57690 a.u.
Energy relative to the best compared isomer or geometry (same formula, charge and spin): 15.5 kJ/mol
HOMO level: -10.23 eV
Orbital gap: 7.840 eV

Here are the Mulliken charges for atoms 1 to 8, given in e: Ga 0.931; Se -0.244; P 0.662; C 0.787; C -0.669; C -0.642; C -0.479; C -0.727

---

Which value of E does entry 5 give? -3650.23374 a.u.